1.
This record from OMol25 describes a molecular structure, C20H30N3PSbSe4Sn at a distorted geometry. The level of theory is wB97M-V/def2-TZVPD.

```
60
Properties=species:S:1:pos:R:3:forces:R:3
Sn -0.77605 1.37634 -0.40352 -0.5 0.0 0.5
C 4.84503 -0.67627 -0.95420 0.0 -0.1 0.0
C 3.55101 -1.04699 -1.28730 0.1 0.0 0.0
C 2.52338 -0.13327 -1.15680 -0.2 0.4 0.1
C 2.78285 1.15910 -0.71502 0.9 -0.5 0.0
C 4.09068 1.53271 -0.38081 -0.3 0.1 0.1
C 5.10941 0.60960 -0.49541 0.0 0.0 0.0
N 1.70095 2.05015 -0.64237 -1.1 -0.6 0.0
N 1.95255 3.24905 -0.53696 1.2 -0.4 -0.1
C 0.88113 4.11368 -0.52101 -0.7 1.1 0.2
C 1.15306 5.47163 -0.41966 0.0 -0.5 0.0
C 0.08125 6.35258 -0.39863 -0.3 -0.1 0.0
C -1.19914 5.83677 -0.50378 0.4 0.1 -0.1
C -1.36674 4.45902 -0.63610 -0.4 0.7 0.1
N -0.35338 3.61489 -0.62348 0.5 0.7 0.1
H 5.64782 -1.39533 -1.04142 0.0 0.0 0.0
H 3.35215 -2.04726 -1.64933 0.0 0.0 0.0
H 1.50007 -0.38958 -1.39361 0.1 -0.1 -0.1
H 4.27487 2.53187 -0.01498 0.1 0.0 0.0
H 6.12050 0.89118 -0.23584 0.0 0.0 0.0
H 2.17994 5.80102 -0.35752 0.0 0.0 0.0
H 0.24800 7.41575 -0.29978 0.0 0.0 0.0
H -2.06610 6.48034 -0.47970 0.0 0.0 0.0
H -2.35118 4.02480 -0.75165 0.1 0.1 0.1
Se -3.14275 5.01018 2.38684 0.0 -0.8 0.2
Sb -2.76345 2.73037 2.89355 -0.1 0.0 0.2
Se -2.72449 1.84306 -1.71328 -0.1 -1.2 -0.2
Se -0.44640 1.90532 2.16490 -0.1 -0.3 -0.3
Se -3.83047 1.08776 4.22751 0.4 0.7 -0.5
C 0.10719 -3.88112 -1.15205 -0.2 0.0 0.0
C -0.64482 -2.60886 -1.52943 0.4 0.4 0.0
C 0.01794 -1.89934 -2.71356 -0.1 0.0 0.0
P -0.97828 -1.47348 -0.07318 -0.2 -0.2 0.2
C -2.80252 -1.74871 0.14662 0.0 0.3 0.0
C -3.29095 -3.19985 0.11898 0.2 0.0 -0.1
C -3.28982 -1.03754 1.40381 0.1 0.1 -0.2
C -0.16527 -1.88185 1.55412 0.0 0.1 -0.2
C -0.36976 -3.26451 2.16923 -0.1 0.0 0.0
C 1.31340 -1.50482 1.52757 -0.1 0.0 0.1
H 0.23855 -4.49809 -2.04188 0.0 0.0 0.0
H -0.44527 -4.46414 -0.41772 0.1 -0.1 0.0
H 1.09439 -3.64630 -0.75293 0.0 -0.1 0.0
H -1.65348 -2.86429 -1.85502 0.0 0.0 0.1
H 1.10327 -1.89708 -2.62854 0.0 0.0 0.0
H -0.33929 -0.87278 -2.82186 0.0 0.0 -0.1
H -0.23072 -2.42790 -3.63365 0.0 0.0 0.0
H -3.22249 -1.22776 -0.72396 0.0 0.0 0.0
H -2.79624 -3.81828 0.86418 -0.1 0.0 0.0
H -3.16533 -3.66797 -0.85511 0.0 -0.1 0.0
H -4.35869 -3.20108 0.33743 0.0 0.0 0.0
H -2.99585 -1.56601 2.31094 0.1 0.1 0.0
H -4.37704 -0.96718 1.39862 0.0 0.0 0.0
H -2.89318 -0.02242 1.44451 -0.1 0.0 0.1
H -0.67643 -1.15886 2.20328 0.0 0.0 -0.1
H 0.11511 -4.05823 1.60495 0.0 0.0 0.0
H -1.42314 -3.50979 2.28201 0.0 0.0 0.1
H 0.07794 -3.25661 3.16432 0.0 0.0 0.0
H 1.87090 -2.11775 0.81995 0.1 0.0 0.0
H 1.75202 -1.66279 2.51370 0.0 0.0 0.0
H 1.45335 -0.45306 1.27403 0.1 0.0 0.0
```
Positions in Å, forces in eV/Å.

Output
- charge = +1
- HOMO-LUMO gap (eV) = 6.07
- F_max (eV/Å) = 1.314

=====

2.
This record from OMol25 describes C20H30N4O in the gas phase. The level of theory is wB97M-V/def2-TZVPD.

```
55
Properties=species:S:1:pos:R:3:forces:R:3
C -6.38540 -0.32767 -0.83621 0.2 -0.1 0.2
C -5.22053 0.11428 0.04474 -0.1 0.2 -0.2
C -5.59032 1.34831 0.86100 0.1 -0.3 0.0
C -3.98397 0.40725 -0.81773 -0.2 -0.2 0.3
N -2.83965 0.73238 0.01692 -0.1 0.1 -0.1
C -1.95149 1.74435 -0.51480 0.2 0.1 -0.2
C -0.97236 1.21152 -1.56854 -0.1 0.2 0.2
N -0.20214 0.13302 -0.97689 -0.2 -0.1 -0.2
C 0.86587 -0.34088 -1.85481 -0.1 0.1 0.1
C 1.78434 -1.28281 -1.15300 -0.3 -0.1 -0.5
C 1.80323 -2.65182 -1.21051 0.0 0.2 0.0
C 2.87123 -3.10532 -0.40976 0.1 0.0 0.0
C 3.48356 -1.99896 0.09884 0.2 -0.3 0.2
N 2.82302 -0.88309 -0.34256 -0.1 -0.3 0.0
C 3.21449 0.42019 -0.02825 0.2 0.9 0.2
C 2.28748 1.42409 0.24688 0.2 -0.1 0.0
C 2.75187 2.68820 0.56634 0.2 -0.1 0.0
C 4.12102 2.90365 0.61133 -0.2 0.2 0.1
N 5.00666 1.95490 0.35672 0.4 0.1 0.1
C 4.57031 0.75199 0.04383 -0.3 -0.4 -0.2
C -1.10402 -0.93746 -0.58739 -0.2 -0.2 0.2
C -2.09261 -0.43449 0.47453 0.3 -0.1 0.2
C -1.38206 -0.11182 1.79729 -0.1 -0.6 0.0
C -1.05155 -1.35094 2.63160 -0.1 0.5 0.3
O -0.08295 -2.19398 2.05542 0.3 -0.3 -0.2
H -6.63917 0.45361 -1.55013 -0.1 0.1 -0.1
H -7.26328 -0.53423 -0.22873 -0.1 0.0 0.0
H -6.13223 -1.22937 -1.39007 0.0 -0.1 -0.1
H -4.97629 -0.69744 0.73744 0.0 0.0 0.0
H -4.72493 1.68561 1.42455 0.0 0.1 0.1
H -6.39834 1.12370 1.55310 -0.1 0.0 0.1
H -5.91262 2.15400 0.20458 -0.1 0.1 -0.1
H -4.20661 1.26700 -1.45452 0.0 0.0 -0.1
H -3.79343 -0.45296 -1.47771 0.0 0.1 -0.1
H -2.54836 2.55461 -0.93801 0.0 0.0 0.1
H -1.37483 2.15235 0.32059 0.1 0.1 -0.1
H -0.29248 2.01167 -1.87524 0.0 0.0 0.0
H -1.52848 0.87023 -2.46091 0.1 0.0 0.0
H 0.45384 -0.85485 -2.74048 0.1 0.1 0.1
H 1.42316 0.53690 -2.20056 -0.1 -0.1 -0.1
H 1.12567 -3.26498 -1.77136 -0.2 0.0 -0.1
H 3.14746 -4.12523 -0.23286 0.1 -0.2 0.1
H 4.31545 -1.91672 0.76985 0.1 0.1 0.1
H 1.23092 1.20320 0.20352 -0.1 -0.1 0.0
H 2.06077 3.48816 0.78371 0.0 0.1 0.0
H 4.53258 3.87252 0.85940 -0.1 0.1 0.0
H 5.33318 0.01547 -0.17175 0.0 -0.2 -0.1
H -0.52456 -1.76489 -0.17890 -0.1 0.0 -0.1
H -1.66428 -1.31252 -1.46416 0.0 0.0 0.0
H -2.81718 -1.23122 0.66788 0.0 0.0 0.0
H -0.45814 0.43180 1.59314 0.1 0.1 0.1
H -2.03836 0.53166 2.38497 0.0 0.1 0.0
H -1.94013 -1.97496 2.75484 0.0 0.1 0.1
H -0.71886 -1.02683 3.62990 -0.1 -0.1 -0.1
H 0.71568 -1.68078 1.88628 0.0 -0.1 0.0
```
Positions in Å, forces in eV/Å.

Output
- charge = 0
- energy above the lowest of the compared OMol25 structures with the same formula, charge and spin (kcal per mole) = 44.2
- HOMO-LUMO gap (eV) = 8.90
- F_max (eV/Å) = 0.990
- structure (SMILES) = CC(C)CN1CCN(Cc2cccn2-c2cccnc2)C[C@H]1CCO

=====

3.
This record from OMol25 describes C20H30O2 in the gas phase. The level of theory is wB97M-V/def2-TZVPD.

```
52
Properties=species:S:1:pos:R:3:forces:R:3
C -4.13546 -1.70027 -0.85449 -0.1 0.0 0.1
C -4.34885 -1.10747 0.54009 0.1 0.0 -0.1
C -3.04566 -0.93957 1.25693 -0.2 -0.1 0.1
C -2.39208 0.19761 1.45310 0.1 0.1 0.2
C -2.85242 1.56311 1.00929 0.0 -0.1 -0.1
C -3.07068 1.66163 -0.47798 -0.1 0.1 0.0
C -2.11749 1.58502 -1.39394 0.0 0.0 -0.1
C -0.65090 1.42136 -1.12077 0.0 0.2 0.0
C 0.02447 2.75681 -1.25906 -0.1 -0.1 -0.1
C 0.84149 3.33648 -0.39380 0.0 0.1 0.1
C 1.34995 2.78384 0.90701 0.0 0.0 -0.1
C 2.85007 2.85049 0.90849 0.0 0.1 0.1
C 3.67761 1.82214 0.80190 0.3 0.0 0.1
C 3.27594 0.38175 0.67629 -0.1 0.0 0.0
C 2.73385 0.06646 -0.68629 0.0 0.0 0.0
C 2.78180 -1.11403 -1.28554 0.1 -0.1 -0.3
C 3.44427 -2.34899 -0.74496 0.0 0.0 0.3
C 2.68314 -2.99023 0.42232 0.0 0.0 -0.2
C 1.21418 -3.23883 0.08306 0.2 0.1 0.1
C 0.36723 -2.00915 0.30043 -0.1 0.0 0.1
O 0.51186 -1.21670 1.19591 0.1 0.1 0.3
O -0.62597 -1.92243 -0.58444 -0.3 -0.1 -0.5
H -5.09200 -1.89147 -1.33549 -0.1 -0.1 -0.1
H -3.58694 -2.63765 -0.79199 0.1 -0.1 0.0
H -3.56891 -1.00942 -1.47553 0.1 0.0 -0.1
H -4.98508 -1.78272 1.11855 -0.1 0.1 0.0
H -4.86177 -0.15012 0.45157 -0.1 0.0 0.1
H -2.61264 -1.85988 1.63046 0.2 -0.1 0.1
H -1.45107 0.16597 1.98552 0.1 -0.1 0.0
H -2.10539 2.30085 1.30950 -0.1 0.0 0.1
H -3.78650 1.80841 1.52108 0.1 0.1 0.0
H -4.09242 1.80843 -0.80194 -0.1 0.0 -0.1
H -2.37987 1.69327 -2.43894 -0.1 0.0 -0.1
H -0.48165 1.00854 -0.12927 0.1 -0.1 0.0
H -0.22563 0.73518 -1.86180 0.0 -0.1 0.1
H -0.22608 3.28517 -2.17143 0.0 0.1 -0.1
H 1.23523 4.31709 -0.63513 0.0 0.1 -0.1
H 0.97073 3.41112 1.72211 0.0 -0.1 0.0
H 1.01082 1.76306 1.06616 -0.1 -0.1 0.1
H 3.25858 3.85169 0.97197 0.1 0.1 0.0
H 4.74316 2.01186 0.78343 0.1 0.1 0.0
H 2.48589 0.15054 1.39924 0.1 -0.1 0.0
H 4.12817 -0.26161 0.90115 0.0 0.0 0.1
H 2.23870 0.89231 -1.17765 -0.1 0.1 -0.1
H 2.31773 -1.22110 -2.25746 -0.1 0.1 -0.1
H 3.53694 -3.08271 -1.54857 0.1 0.0 0.0
H 4.45341 -2.10524 -0.40121 0.1 -0.1 -0.1
H 3.16606 -3.93554 0.67712 0.0 0.0 0.1
H 2.72309 -2.34055 1.29704 0.0 -0.1 0.1
H 1.08598 -3.58168 -0.94330 0.0 -0.1 0.0
H 0.80656 -4.00378 0.75033 -0.1 0.0 -0.1
H -1.22145 -1.17900 -0.36907 0.2 -0.1 0.3
```
Positions in Å, forces in eV/Å.

Output
- charge = 0
- energy above the lowest of the compared OMol25 structures with the same formula, charge and spin (kcal per mole) = 41.3
- HOMO-LUMO gap (eV) = 9.87
- F_max (eV/Å) = 0.658
- structure (SMILES) = CC/C=C\C/C=C\C/C=C\C/C=C\C/C=C\CCCC(=O)O